Entry 1:
Here is a single C4H5NOS2 molecule at a distorted geometry from the OMol25 dataset. Energies are from ωB97M-V/def2-TZVPD.

```
13
Properties=species:S:1:pos:R:3:forces:R:3
C 0.86479 1.77639 -0.21780 -1.7 -2.2 -1.0
C -0.72644 -0.20704 -0.76850 2.3 -0.6 -0.7
C -0.57853 -1.53092 -0.06960 -2.3 -2.0 0.6
C 0.33935 0.02972 1.34357 0.5 0.7 3.1
H 1.54850 2.08885 0.47172 1.5 0.7 2.2
H -0.15347 -0.44136 -1.73599 -1.1 1.5 1.0
H -1.78866 0.10296 -0.90749 1.2 0.2 0.2
H 0.23886 -2.21053 -0.37278 0.1 0.9 0.1
H -1.54804 -2.26664 -0.30011 2.2 2.2 1.6
N 0.14655 0.63615 0.18732 -0.6 1.6 -4.2
O -0.31789 -1.10435 1.34195 -0.7 -2.5 -0.4
S 0.83643 2.43345 -1.65791 -0.4 0.5 -1.2
S 1.13853 0.69332 2.68562 -0.8 -1.0 -1.3
```
Forces are in eV/Å.

Calculated values
gap between HOMO and LUMO: 8.225 eV



Entry 2:
Here is a single C4H5NOS2 molecule at a distorted geometry from the OMol25 dataset. Energies are from ωB97M-V/def2-TZVPD.

```
13
Properties=species:S:1:pos:R:3:forces:R:3
C 0.22924 -0.24885 -0.08001 0.2 1.9 -0.6
C -0.98717 -0.78817 -0.21495 1.1 -0.1 1.0
C -2.14473 -0.08464 0.13151 -1.3 3.4 0.0
C 1.51900 -1.02244 -0.03716 0.2 -3.2 0.1
H 0.80842 1.56986 0.93914 -1.7 -1.4 -4.1
H -0.30308 1.96686 -0.56195 1.9 -3.6 1.7
H -1.21686 -1.79761 -0.35037 0.5 -1.6 -0.5
H -2.03865 0.99387 0.56694 -0.1 -2.1 -0.5
H 2.71090 1.36461 0.16753 0.8 -3.9 -1.4
N 0.38943 1.16907 -0.11428 0.3 3.7 3.2
O 1.56602 -2.26680 0.09938 -0.5 3.4 -0.4
S -3.60918 -0.62999 -0.24625 -0.7 -0.1 0.2
S 3.07667 -0.22575 -0.29955 -0.7 3.6 1.4
```
Forces are in eV/Å.

Calculated values
gap between HOMO and LUMO: 7.304 eV



Entry 3:
Here is a single C4H5NOS2 molecule from the OMol25 dataset. Energies are from ωB97M-V/def2-TZVPD.

```
13
Properties=species:S:1:pos:R:3:forces:R:3
C 1.20056 1.71114 -0.60262 0.3 0.4 0.3
C -0.21809 -0.83626 1.73725 -0.3 0.2 -0.6
C -0.98616 -1.19347 -0.86328 -0.1 0.0 -0.5
C -0.36647 -0.04628 -1.16912 -0.1 -0.3 0.2
H 1.54605 2.34971 0.26348 -0.2 -0.5 -0.7
H 0.82120 -1.09070 1.63549 0.4 -0.1 -0.1
H -0.50521 -0.98182 2.75882 -0.3 -0.1 0.6
H -1.39373 -1.81018 -1.68670 0.3 0.5 0.6
H -0.20230 0.24700 -2.19234 0.0 0.0 -0.1
N 0.17074 0.86588 -0.23248 -0.2 -0.2 0.1
O 1.65348 1.76948 -1.72137 -0.2 0.0 0.5
S -0.46131 0.91991 1.35719 0.1 -0.2 -0.3
S -1.25874 -1.90440 0.71567 0.1 0.1 0.0
```
Forces are in eV/Å.

Calculated values
gap between HOMO and LUMO: 8.890 eV



Entry 4:
Here is a single C4H5NS molecule at a distorted geometry from the OMol25 dataset. Energies are from ωB97M-V/def2-TZVPD.

```
11
Properties=species:S:1:pos:R:3:forces:R:3
C 2.47462 -0.17976 -0.03089 -3.4 1.7 0.8
C 1.08239 0.05105 -0.04304 2.9 -2.3 0.5
C 0.10958 -1.12907 -0.01935 2.1 -3.4 1.8
C 0.28810 1.29043 0.03208 0.8 0.1 -0.8
H 3.07977 0.68356 0.21786 0.3 0.0 -0.4
H 2.96758 -1.14922 0.02964 -0.5 0.1 -0.3
H 0.47545 -2.00367 -0.71529 -1.4 2.0 0.4
H 0.21940 -1.79950 0.99397 -0.1 2.0 -1.9
H 0.70414 2.28011 -0.08160 0.4 0.1 0.3
N -0.97780 1.21657 -0.00048 -0.5 -1.0 0.3
S -1.52062 -0.42020 -0.00463 -0.5 0.5 -0.6
```
Forces are in eV/Å.

Calculated values
gap between HOMO and LUMO: 8.232 eV



Entry 5:
Here is a single C4H5NS molecule at a distorted geometry from the OMol25 dataset. Energies are from ωB97M-V/def2-TZVPD.

```
11
Properties=species:S:1:pos:R:3:forces:R:3
C -0.35378 1.05791 0.42525 0.7 5.8 -0.6
C 0.27664 -0.30347 0.75265 -1.7 -0.6 3.4
C 0.68312 -0.84112 -0.53533 3.1 0.6 -1.9
C -0.48530 -1.38403 -1.13755 -1.6 -0.8 -3.2
H 0.57510 1.87422 0.03156 -2.3 -2.7 1.0
H -1.22428 1.37744 -0.44035 2.3 -1.9 2.7
H -0.55527 1.59072 1.44904 -0.4 -1.1 -2.0
H -0.71461 -1.14778 1.04157 3.1 2.7 0.1
H 1.08825 -0.03096 1.69489 -2.2 -1.4 -3.0
N -1.38282 -1.64766 -1.84007 1.4 0.2 1.7
S 2.09295 -0.54530 -1.44164 -2.5 -0.8 1.8
```
Forces are in eV/Å.

Calculated values
gap between HOMO and LUMO: 7.886 eV



Entry 6:
Here is a molecular structure, C4H5NS at a distorted geometry from the OMol25 dataset. Energies are from ωB97M-V/def2-TZVPD.

```
11
Properties=species:S:1:pos:R:3:forces:R:3
C 0.70109 -0.69994 -0.79399 1.6 0.4 -1.0
C -0.58870 -0.57394 1.04842 1.2 2.2 0.1
C 0.10653 1.67281 -0.47303 1.2 -2.5 1.4
C 0.18526 0.37925 -0.04957 -2.8 -0.4 0.7
N -1.09642 -1.76581 0.40158 -2.4 1.1 3.5
S -0.15358 -2.05210 -0.70902 1.8 -1.4 -3.0
H 1.31545 -0.50167 -1.60363 1.3 -0.1 -1.6
H 0.41497 -0.90954 1.52273 -1.5 0.5 0.3
H -1.26937 0.00730 1.71499 0.5 -1.0 -0.4
H 0.90229 2.08244 -1.04363 0.4 0.1 -1.0
H -0.51753 2.36119 -0.01485 -1.2 1.1 0.9
```
Forces are in eV/Å.

Calculated values
gap between HOMO and LUMO: 7.974 eV



Entry 7:
Here is a single C4H5NS2 molecule at a distorted geometry from the OMol25 dataset. Energies are from ωB97M-V/def2-TZVPD.

```
12
Properties=species:S:1:pos:R:3:forces:R:3
C 1.41425 0.53902 0.24037 0.8 1.8 -0.6
C -0.05738 0.54052 -0.02328 0.5 -1.8 0.3
C -0.65456 -0.80566 -0.12035 -0.3 -3.7 0.9
C -2.03196 -1.41048 -0.56658 -0.5 2.4 -2.3
H 1.85131 1.57202 0.47309 -0.9 -1.4 0.0
H 0.17545 -1.62431 -0.09074 -1.7 1.5 -0.2
H -2.78635 -0.73681 -1.24495 1.7 -0.7 2.6
H -2.13670 -2.33143 -1.20109 1.0 0.0 1.7
H -1.55406 -1.96099 1.59950 -0.9 2.4 -3.1
N -1.80714 -1.11760 0.85103 1.0 -2.1 0.8
S 2.42926 -0.65694 -0.10210 0.2 -0.1 0.2
S -0.86188 1.88971 -0.06502 -0.9 1.7 -0.2
```
Forces are in eV/Å.

Calculated values
gap between HOMO and LUMO: 7.131 eV



Entry 8:
Here is a molecular structure, C4H5O2P at a distorted geometry from the OMol25 dataset. Energies are from ωB97M-V/def2-TZVPD.

```
12
Properties=species:S:1:pos:R:3:forces:R:3
C -1.75864 1.31230 0.48339 1.7 -1.8 -2.3
C -1.36722 0.40518 1.36586 0.1 0.5 1.5
C -1.01149 1.12223 -2.00304 0.4 -0.9 -1.9
C -1.03455 0.78041 -0.75359 -0.3 0.7 1.7
O -0.94640 1.23442 -3.17267 -0.1 0.4 1.4
O 2.39623 -0.98849 -1.10660 -0.1 1.4 -5.4
P -0.34727 -0.61916 0.31905 0.9 -0.1 -0.7
H -2.36647 2.15258 0.45997 -1.2 1.3 0.4
H -1.51891 0.36676 2.42224 -0.3 -0.1 0.4
H 2.97702 -1.33256 -0.49355 2.1 -1.2 2.1
H 2.94427 -0.95151 -2.01267 -1.9 -0.2 3.2
H 1.00821 -0.16399 0.73114 -1.3 0.0 -0.4
```
Forces are in eV/Å.

Calculated values
gap between HOMO and LUMO: 8.762 eV



no.,LUMO (Eh)
1,-0.0175
2,-0.0565
3,0.0178
4,0.0011
5,-0.0624
6,-0.0051
7,-0.0636
8,0.0130